Entry 1:
# C28H56BBr2Cl26NOPS3

A 14-piece molecular cluster, C28H56BBr2Cl26NOPS3 overall in a non-equilibrium geometry (wB97M-V/def2-TZVPD, OMol25).

```
! RIJCOSX wB97M-V def2-TZVPD def2/J DEFGRID3
* xyz -1 1
C -0.7253 -2.7782 5.6924
C -0.7159 -1.3395 5.1842
C -2.0464 -0.8581 4.5827
C -2.0150 -0.4123 3.1288
O -2.5801 -1.3796 2.2897
B -2.3606 -1.3299 0.8616
C -2.5237 0.2079 0.2724
C -1.2177 0.9713 0.0445
C -1.2848 2.5007 0.1685
S 0.2385 3.2352 0.7810
C 0.0591 3.4243 2.4747
S -1.2769 3.3758 3.4049
N 1.3758 3.7285 2.9348
C 1.3787 4.8100 3.9384
C 0.5910 6.0261 3.4585
C 2.0617 2.5384 3.5013
C 2.2675 1.3573 2.5797
P -3.8796 -2.5034 0.1769
S -4.9393 -3.6274 1.4405
C -0.9597 -2.0316 0.3681
Br 0.1197 -2.7402 1.7413
C -0.4585 -2.2302 -0.8114
C 0.8316 -2.8635 -1.2097
Br -1.4823 -1.6392 -2.3079
H 0.2813 -3.1858 5.8000
H -1.2899 -3.4192 5.0121
H -1.2070 -2.8391 6.6721
H -0.4804 -0.6932 6.0365
H 0.0897 -1.2037 4.4589
H -2.7874 -1.6645 4.6237
H -2.4295 -0.0299 5.1861
H -2.5861 0.5183 3.0231
H -0.9815 -0.1693 2.8346
H -3.1758 0.7648 0.9552
H -3.0588 0.1819 -0.6854
H -0.4354 0.6141 0.7203
H -0.8737 0.7345 -0.9664
H -2.0995 2.8207 0.8166
H -1.4358 2.9724 -0.8059
H 1.0019 4.4536 4.9050
H 2.4337 5.0593 4.0851
H 1.2024 6.9307 3.4127
H -0.2540 6.2224 4.1181
H 0.1712 5.8259 2.4739
H 1.5142 2.2230 4.3999
H 3.0396 2.9172 3.8075
H 1.3412 1.0033 2.1324
H 2.6750 0.5310 3.1656
H 2.9786 1.5941 1.7872
H -3.3862 -3.3513 -0.8194
H -4.7436 -1.6903 -0.5805
H 1.6690 -2.3548 -0.7208
H 0.8479 -3.9168 -0.9165
H 0.9835 -2.8103 -2.2811
C 4.5770 -6.3893 -3.9106
Cl 3.8610 -5.1406 -4.9514
Cl 4.7845 -5.8546 -2.2418
H 3.9241 -7.2491 -3.8954
H 5.5487 -6.6420 -4.3171
C -1.5718 8.1129 0.3175
Cl -1.6035 8.1555 2.0841
Cl -0.6903 6.7129 -0.3047
H -2.5923 8.0499 -0.0397
H -1.0843 9.0173 -0.0412
C 3.3137 3.7728 -2.2026
Cl 3.3441 2.2114 -1.3804
Cl 2.4712 5.0289 -1.2876
H 4.3369 4.0958 -2.3513
H 2.7991 3.6470 -3.1474
C 3.6959 -10.7853 -3.4999
Cl 4.1438 -9.3217 -2.6098
Cl 2.3565 -10.4850 -4.6120
H 4.5571 -11.1020 -4.0756
H 3.3979 -11.5466 -2.7892
C -3.7631 6.5962 4.8449
Cl -2.4756 7.6446 5.4570
Cl -5.2763 6.7876 5.7430
H -3.9430 6.8603 3.8100
H -3.4344 5.5676 4.9418
C 0.5936 9.7369 -3.4371
Cl 1.4475 8.5603 -2.4505
Cl -0.6197 10.6482 -2.5192
H 1.3126 10.4462 -3.8284
H 0.0842 9.2082 -4.2333
C -0.6050 -6.6677 -2.3014
Cl -0.4327 -8.1833 -1.3908
Cl -1.6235 -5.4882 -1.4915
H 0.3818 -6.2363 -2.4181
H -1.0446 -6.9094 -3.2631
C 1.2494 -11.5380 -8.3871
Cl 3.0142 -11.5984 -8.5489
Cl 0.6940 -10.1466 -7.4558
H 0.8148 -11.4699 -9.3746
H 0.9248 -12.4387 -7.8803
C -1.9682 -5.9249 -6.5326
Cl -0.9443 -7.3650 -6.3759
Cl -2.6871 -5.3957 -5.0120
H -1.3522 -5.1226 -6.9204
H -2.7722 -6.1673 -7.2168
C -4.9275 1.5380 5.9166
Cl -4.2456 2.8271 4.8880
Cl -5.0221 -0.0169 5.1076
H -4.2670 1.4376 6.7703
H -5.9190 1.8520 6.2212
C -2.2662 -11.1280 -10.8413
Cl -1.2125 -12.5539 -10.7434
Cl -2.8719 -10.6284 -9.2650
H -1.6867 -10.3157 -11.2625
H -3.1077 -11.3845 -11.4726
C 2.3206 10.0878 2.2530
Cl 2.4241 8.6406 1.2374
Cl 1.1587 9.9067 3.5665
H 3.2951 10.2747 2.6888
H 2.0015 10.9114 1.6258
C 5.5307 7.5784 3.3832
Cl 7.0170 8.4814 3.7215
Cl 4.2258 7.9639 4.5061
H 5.1973 7.8331 2.3838
H 5.7485 6.5208 3.4656
*
```

Values from the calculation:
- E_HOMO (eV) = -4.166
- total energy (Ha) = -19904.3113
- gap between HOMO and LUMO (Eh) = 0.2064


Entry 2:
# C16H15BN7O5Ru

C16H15BN7O5Ru as an isolated structure (wB97M-V/def2-TZVPD, OMol25).

```
! RIJCOSX wB97M-V def2-TZVPD def2/J DEFGRID3
* xyz 0 2
Ru 0.4124 -0.0602 -0.9280
C 1.7175 -3.6387 1.1620
C 2.0156 -2.4362 0.5144
N 0.8998 -1.7790 0.2271
N -0.1339 -2.5532 0.6418
C 0.3412 -3.6694 1.2152
B -1.5942 -2.2694 0.2278
N -1.6085 -2.2181 -1.3148
C -2.2759 -2.9469 -2.2233
C -1.8100 -2.6101 -3.4788
C -0.8248 -1.6450 -3.2443
N -0.7227 -1.4263 -1.9422
N -2.0271 -0.8986 0.7880
C -3.0197 -0.5744 1.6287
C -2.9217 0.7732 1.9146
C -1.8060 1.1971 1.1870
N -1.2774 0.1809 0.5132
H 2.4077 -4.3818 1.5198
H 2.9627 -2.0280 0.2211
H -0.3393 -4.4112 1.5981
H -2.3218 -3.1336 0.6300
H -3.0230 -3.6561 -1.9098
H -2.1270 -3.0105 -4.4251
H -0.1801 -1.1130 -3.9231
H -3.7172 -1.3225 1.9657
H -3.5571 1.3587 2.5550
H -1.3655 2.1803 1.1339
O 3.4273 1.1505 2.6696
C 2.9948 0.9474 1.4035
O 3.4179 0.0727 0.7116
C 2.0428 2.0085 0.9668
C 2.1299 3.2373 1.5939
C 1.4181 4.3260 1.1046
C 0.6663 4.1269 -0.0278
C 0.5874 2.8555 -0.5912
N 1.2143 1.7554 -0.0758
C -0.2579 2.5698 -1.7438
O -0.9158 3.5269 -2.4028
O -0.4298 1.4070 -2.0920
H 4.0820 0.4578 2.8413
H 2.7912 3.3414 2.4403
H 1.4774 5.2950 1.5785
H 0.1177 4.9576 -0.4530
H -0.6485 4.4040 -2.1098
O 1.7810 -0.3478 -2.0680
*
```

Values from the calculation:
- E_HOMO (spin up / spin down) (eV) = -6.146 / -6.082
- total energy (Ha) = -1498.0201
- ΔE to the lowest compared entry with this formula, charge and spin (kJ/mol) = 5.92
- gap between HOMO and LUMO (spin up / spin down) (Eh) = 0.1923 / 0.1935


Entry 3:
# C5H14BN2

An isolated ion of composition C5H14BN2 and charge +1 in a non-equilibrium geometry (wB97M-V/def2-TZVPD, OMol25).

```
! RIJCOSX wB97M-V def2-TZVPD def2/J DEFGRID3
* xyz 1 1
B 0.1148 0.1327 0.0373
C 1.1651 -0.1933 -1.0869
C -0.4989 -1.4492 0.3069
C 0.6421 -1.3858 -1.8495
C -1.2431 1.0461 1.8467
C 0.0319 2.6139 0.4814
N -0.3936 1.2398 0.6287
N 0.2591 -2.2922 -0.7929
H 1.4925 0.6092 -1.7891
H 2.0807 -0.4709 -0.6280
H -0.4372 -1.8577 1.3353
H -1.5421 -1.4221 -0.0343
H -0.2758 -1.2324 -2.3410
H 1.3653 -1.8113 -2.5307
H -1.6541 0.0628 1.8170
H -0.4365 1.2605 2.6272
H -2.0215 1.7847 1.8374
H -0.7494 3.3992 0.4389
H 0.6487 3.0214 1.2466
H 0.7217 2.6794 -0.4101
H 0.9964 -2.6296 -0.1398
H -0.2660 -3.1052 -1.0013
*
```

Values from the calculation:
- E_HOMO (eV) = -13.484
- total energy (Ha) = -333.0399
- SMILES = CN(C)B1CC[NH2+]C1
- ΔE to the lowest compared entry with this formula, charge and spin (kJ/mol) = 0.00
- gap between HOMO and LUMO (Eh) = 0.3803


Entry 4:
# C38H34BrN3OSSiTa

C38H34BrN3OSSiTa as an isolated structure (wB97M-V/def2-TZVPD, OMol25).

```
! RIJCOSX wB97M-V def2-TZVPD def2/J DEFGRID3
* xyz 3 1
Ta 0.0188 0.1739 -0.3533
C 2.1831 -1.9946 -3.8524
C 1.1405 -0.9338 -3.6655
C -0.0557 -1.2124 -3.0028
C -1.0603 -0.2396 -2.8897
C -0.8564 1.0402 -3.3973
C 0.3264 1.3117 -4.0918
C 1.3044 0.3413 -4.2205
H 2.0571 -2.4737 -4.8258
H 2.1028 -2.7762 -3.0959
H 3.1897 -1.5770 -3.8291
H -0.2492 -2.2238 -2.6585
H -2.0240 -0.5107 -2.4686
H -1.6436 1.7818 -3.3398
H 0.4658 2.2805 -4.5561
H 2.2056 0.5613 -4.7811
Br -1.4013 -7.1960 0.7141
C -1.3055 -5.3433 0.5038
C -2.4685 -4.5745 0.5353
C -2.4208 -3.1928 0.3804
C -1.1962 -2.5964 0.1899
O -1.0921 -1.2419 0.0247
C -0.0095 -3.3368 0.1608
C 1.2709 -2.7189 -0.0073
N 1.5131 -1.4473 -0.1401
C 2.8777 -1.0254 -0.2552
C 3.9884 -1.7370 0.1214
C 5.2794 -1.2097 -0.0847
C 5.4500 0.0227 -0.6493
C 4.3204 0.7961 -1.0069
C 4.4106 2.0885 -1.5652
C 3.2680 2.7879 -1.8696
C 2.0340 2.2061 -1.6000
N 1.8986 0.9885 -1.0660
C 3.0363 0.2638 -0.7884
C -0.0792 -4.7274 0.3178
H -3.4236 -5.0615 0.6816
H -3.3286 -2.6064 0.4107
H 2.1158 -3.4023 -0.0281
H 3.9029 -2.7057 0.5963
H 6.1374 -1.7953 0.2153
H 6.4409 0.4261 -0.8131
H 5.3867 2.5232 -1.7464
H 3.3071 3.7771 -2.3026
H 1.1220 2.7410 -1.8337
H 0.8269 -5.3202 0.2990
C 1.4471 -0.9898 2.9416
Si 0.7059 0.5523 2.2031
C 1.8869 2.0002 2.2898
C -0.9655 0.9069 2.9321
C -1.2977 2.1822 3.4021
C -2.5537 2.4367 3.9336
C -3.4989 1.4201 3.9999
C -3.1820 0.1451 3.5515
C -1.9248 -0.1078 3.0216
H 1.5384 -0.8264 4.0189
H 2.4444 -1.2060 2.5570
H 0.8123 -1.8680 2.8056
H 2.0860 2.2258 3.3415
H 1.5125 2.9193 1.8364
H 2.8452 1.7546 1.8262
H -0.5586 2.9769 3.3986
H -2.7884 3.4186 4.3247
H -4.4723 1.6155 4.4304
H -3.9072 -0.6538 3.6366
H -1.6865 -1.1168 2.6970
S -2.0088 4.2729 0.3311
C -0.8871 3.0599 0.0913
N -1.3553 1.8217 -0.0317
C -2.7640 1.8236 0.0744
C -3.6303 0.7356 -0.0140
C -4.9836 0.9677 0.1082
C -5.4931 2.2562 0.3188
C -4.6502 3.3421 0.4057
C -3.2832 3.1049 0.2780
H 0.1698 3.2862 0.0790
H -3.2573 -0.2651 -0.1642
H -5.6720 0.1361 0.0404
H -6.5610 2.4002 0.4083
H -5.0338 4.3414 0.5607
*
```

Values from the calculation:
- E_HOMO (eV) = -16.186
- total energy (Ha) = -5025.8774
- ΔE to the lowest compared entry with this formula, charge and spin (kJ/mol) = 78.27
- gap between HOMO and LUMO (Eh) = 0.2163


Entry 5:
# Cl4H3NSi2

Cl4H3NSi2 as an isolated structure in a non-equilibrium geometry (wB97M-V/def2-TZVPD, OMol25).

```
! RIJCOSX wB97M-V def2-TZVPD def2/J DEFGRID3
* xyz 0 1
N 2.6154 -1.2167 -0.9565
Si 0.2160 -0.0125 0.4259
Si 3.5726 0.0803 -0.4089
Cl 2.5976 -2.7122 -0.2128
Cl 3.5719 1.7049 -1.5216
Cl 1.6749 1.2781 1.2135
Cl 4.8415 0.2659 1.1807
H -1.0161 0.5264 1.0028
H 0.3693 -1.2474 1.2913
H 0.0376 -0.4817 -0.9580
*
```

Values from the calculation:
- E_HOMO (eV) = -8.914
- total energy (Ha) = -2476.3535
- ΔE to the lowest compared entry with this formula, charge and spin (kJ/mol) = 279.91
- gap between HOMO and LUMO (Eh) = 0.3196


Entry 6:
# C3H7NO2

One molecule with the formula C3H7NO2 (wB97M-V/def2-TZVPD, OMol25).

```
! RIJCOSX wB97M-V def2-TZVPD def2/J DEFGRID3
* xyz 0 1
O -0.0687 2.1739 -0.7037
C -0.2922 0.8680 -1.1101
C 1.2756 -0.4455 0.9486
N 0.2550 -1.2940 0.7799
C -0.9339 -1.0090 0.2711
O -1.1471 0.2855 -0.0870
H -0.8921 2.4321 -0.2671
H 0.6999 0.4169 -1.2474
H -0.8599 0.7973 -2.0412
H 1.0500 0.6087 0.9712
H 2.2433 -0.8452 1.1838
H 0.4228 -2.2745 0.9762
H -1.7527 -1.7143 0.3257
*
```

Values from the calculation:
- E_HOMO (eV) = -6.544
- total energy (Ha) = -323.6306
- ΔE to the lowest compared entry with this formula, charge and spin (kJ/mol) = 394.69
- gap between HOMO and LUMO (Eh) = 0.2727